Record 1
The following is a DFT calculation (wB97M-V/def2-TZVPD) of a cluster of 3 separate species, C5H15N2O3 in total.

XYZ file:
```
25
Properties=species:S:1:pos:R:3:forces:R:3:nbo_charge:R:1
O 2.8781 1.0067 -1.4023 1.9 0.6 0.6 -0.49
C 1.8032 1.3896 -1.6913 -3.4 -1.4 -1.9 0.46
C 0.5822 0.4304 -1.5555 -0.2 2.5 1.7 -0.54
C 1.0506 -0.8563 -0.9465 1.5 -1.1 0.5 -0.46
C 0.0464 -1.8733 -0.5280 -0.7 -2.2 0.2 -0.25
N 0.1473 -0.2482 1.8331 -2.4 0.7 2.2 -0.73
C -1.0032 -0.4795 1.2748 -2.7 -4.3 -0.6 0.39
N -1.1426 -1.4701 0.3569 3.4 1.1 -0.5 -0.52
H 1.4569 2.2910 -2.2410 1.0 0.5 0.4 0.12
H -0.2138 1.1258 -1.0424 1.3 -1.6 0.2 0.22
H -0.0013 0.3245 -2.4445 0.3 -0.4 -1.2 0.25
H 1.8561 -0.7880 -0.1602 -0.9 0.8 -0.6 0.22
H 1.6710 -1.4790 -1.6553 -0.7 1.0 0.0 0.27
H -0.4608 -2.2445 -1.4039 -0.3 0.1 -0.5 0.22
H 0.6698 -2.8159 -0.2731 -1.4 1.4 0.8 0.24
H 1.0073 -0.5829 1.4852 0.8 -0.5 -0.3 0.43
H 0.0552 0.0913 2.8318 0.9 0.1 -1.9 0.48
H -2.0430 -0.2874 1.7096 2.0 0.8 -0.2 0.26
H -1.9934 -1.6765 -0.1264 -0.5 0.5 0.4 0.42
H -2.8035 1.4090 -1.0581 0.0 3.3 -2.3 0.48
H -3.4460 0.0514 -0.9803 0.2 0.6 0.1 0.48
O -2.8376 0.6718 -0.5428 -0.4 -3.7 2.0 -0.95
H 1.5102 1.9846 3.3109 -0.5 -0.2 0.8 0.49
H 0.6356 2.2339 2.1495 -0.9 -1.4 2.7 0.48
O 0.5751 1.7916 3.0998 1.7 2.8 -2.7 -0.94
```
Forces are in eV/Å.

Output
- gap between HOMO and LUMO (eV) = 9.92
- HOMO energy (eV) = -13.127
- total charge = +1
- energy above the lowest of the compared OMol25 structures with the same formula, charge and spin (kcal/mol) = 73.63

Record 2
The following is a DFT calculation (wB97M-V/def2-TZVPD) of the ion C5H15N2S with charge +1.

XYZ file:
```
23
Properties=species:S:1:pos:R:3:forces:R:3:nbo_charge:R:1
N -1.8108 0.6933 -0.8051 1.2 0.7 -0.4 -0.69
C -0.9695 0.9248 0.4397 -0.3 -1.5 -0.2 -0.05
C -1.8494 0.7892 1.6807 0.4 0.9 0.2 -0.57
S -3.2119 -0.4033 1.5767 0.2 0.0 0.1 -0.03
C 0.1991 -0.0858 0.3585 -0.1 0.3 -0.6 -0.25
N 1.2458 0.5602 -0.4111 0.1 0.6 -0.1 -0.66
C 2.0074 -0.1984 -1.4055 0.5 -0.4 0.8 -0.22
C 2.4941 -1.5364 -0.8195 -0.1 0.7 0.0 -0.63
H -2.5421 1.3993 -0.8744 -0.4 -0.4 -0.1 0.44
H -2.1224 -0.2765 -0.8639 -0.6 0.1 0.3 0.45
H -1.1709 0.8323 -1.5955 0.0 0.1 0.0 0.45
H -0.5319 1.9057 0.2788 -0.1 0.2 0.4 0.24
H -2.2399 1.7685 1.9399 -0.4 0.1 -0.1 0.24
H -1.1923 0.5718 2.5212 -0.1 -0.3 0.0 0.26
H -2.7367 -1.2137 2.5242 0.0 -0.2 0.0 0.16
H -0.0371 -0.9943 -0.2046 -0.5 0.0 0.2 0.21
H 0.3904 -0.4049 1.3863 0.6 0.0 -0.1 0.21
H 1.9092 1.0388 0.1823 -0.1 0.1 0.1 0.38
H 2.8610 0.4241 -1.6706 0.0 0.0 0.1 0.22
H 1.4683 -0.3001 -2.3418 -0.4 -0.3 -0.1 0.18
H 3.3886 -1.8613 -1.3439 -0.3 -0.6 -0.1 0.24
H 2.7768 -1.3812 0.2239 0.2 0.1 0.0 0.21
H 1.6742 -2.2521 -0.7764 0.3 -0.4 -0.4 0.20
```
Forces are in eV/Å.

Output
- SMILES string = CCNC[C@@H]([NH3+])CS
- gap between HOMO and LUMO (eV) = 9.49
- HOMO energy (eV) = -12.775
- total charge = +1
- energy above the lowest of the compared OMol25 structures with the same formula, charge and spin (kcal/mol) = 23.24

Record 3
The following is a DFT calculation (wB97M-V/def2-TZVPD) of the molecule C5H15N3.

XYZ file:
```
23
Properties=species:S:1:pos:R:3:forces:R:3:nbo_charge:R:1
C -0.8458 -0.4751 -2.0838 0.6 -1.0 -1.1 -0.24
C 0.5572 -0.7266 -1.5955 2.2 0.4 0.8 -0.41
C 1.3318 0.5698 -1.1474 0.2 -1.4 -0.9 -0.42
C 0.6777 1.3018 -0.0128 0.5 0.8 1.4 -0.23
N 1.0180 0.7774 1.3761 -1.0 0.9 -2.6 -0.65
C -0.1869 0.7985 2.2182 1.1 -0.4 1.1 -0.05
N -0.4401 -0.4956 2.8246 0.5 0.8 0.1 -0.88
N -1.7384 -1.5755 -1.6588 0.2 1.0 0.5 -0.84
H -0.8230 -0.4882 -3.1858 -0.1 0.3 0.3 0.19
H -1.0639 0.5448 -1.7640 -0.9 -0.2 0.0 0.18
H 1.2196 -1.2253 -2.3229 -0.5 0.1 -0.1 0.20
H 0.6115 -1.4077 -0.7341 -0.6 0.1 -0.1 0.21
H 2.3286 0.2313 -0.8428 0.0 0.1 0.3 0.21
H 1.5788 1.1642 -2.0383 -0.6 0.3 0.3 0.21
H 0.9846 2.3359 0.0006 0.4 0.5 -0.3 0.19
H -0.4076 1.4229 -0.1139 0.0 -0.6 -0.1 0.16
H 1.4949 -0.1055 1.2695 -0.6 -0.4 0.4 0.37
H 0.0304 1.6694 2.8708 -0.4 -0.9 0.8 0.17
H -1.0979 1.1296 1.7399 -0.1 -0.2 -0.9 0.17
H -1.2312 -1.0248 2.5174 -0.1 0.1 0.2 0.38
H -0.0907 -0.6757 3.7452 -0.2 0.0 0.1 0.38
H -2.2887 -1.9630 -2.4086 -0.2 0.3 0.0 0.36
H -2.3267 -1.2022 -0.9256 -0.4 -0.5 -0.1 0.36
```
Forces are in eV/Å.

Output
- SMILES string = NCCCCNCN
- gap between HOMO and LUMO (eV) = 9.35
- HOMO energy (eV) = -8.357
- total charge = 0
- energy above the lowest of the compared OMol25 structures with the same formula, charge and spin (kcal/mol) = 44.29

Record 4
The following is a DFT calculation (wB97M-V/def2-TZVPD) of the molecule C5H15N3.

XYZ file:
```
23
Properties=species:S:1:pos:R:3:forces:R:3:nbo_charge:R:1
C -0.6855 -0.4830 0.9272 1.0 -1.0 -2.3 -0.23
N -1.8057 0.0549 0.1043 1.2 -0.5 1.7 -0.64
C -2.7075 0.8151 1.0134 0.2 -0.9 -0.8 -0.42
C 0.4989 -1.1647 0.0795 -2.8 -1.2 -0.1 -0.04
C 0.9261 -0.5481 -1.2600 2.9 0.4 -0.7 -0.43
C 1.8483 0.6896 -1.1953 -0.5 -0.8 2.7 -0.23
N 1.0482 1.9103 -1.0736 0.2 1.8 -2.1 -0.88
N 1.5298 -1.6695 0.9970 0.3 -1.4 0.4 -0.88
H -0.1743 0.2090 1.5896 -0.2 0.6 0.3 0.16
H -1.0718 -1.3254 1.4856 -0.2 0.0 0.5 0.19
H -1.3831 0.5819 -0.6473 -0.4 0.5 0.0 0.35
H -2.6975 0.2683 2.0003 -0.3 0.8 -1.1 0.20
H -2.4209 1.8559 1.1176 0.3 0.2 0.4 0.17
H -3.6867 0.8158 0.5287 -0.2 -0.1 0.5 0.20
H 0.0503 -2.1051 -0.3783 0.1 0.8 1.0 0.19
H 0.1642 -0.1669 -1.9402 -0.7 -1.0 0.2 0.21
H 1.5490 -1.3508 -1.7391 -0.8 0.5 0.1 0.21
H 2.6624 0.7321 -1.9502 -1.1 0.4 0.1 0.21
H 2.3943 0.5244 -0.2367 0.0 0.5 -0.5 0.19
H 0.6711 2.1981 -1.9843 0.7 -0.2 0.2 0.35
H 0.2271 2.0884 -0.5073 0.6 -1.2 0.9 0.37
H 1.3433 -2.7010 1.1375 0.6 1.9 0.1 0.37
H 1.7200 -1.2293 1.9315 -0.7 -0.3 -1.6 0.38
```
Forces are in eV/Å.

Output
- SMILES string = CNC[C@H](N)CCN
- gap between HOMO and LUMO (eV) = 9.71
- HOMO energy (eV) = -8.750
- total charge = 0
- energy above the lowest of the compared OMol25 structures with the same formula, charge and spin (kcal/mol) = 55.07

Record 5
The following is a DFT calculation (wB97M-V/def2-TZVPD) of a structure of composition C5H15N3.

XYZ file:
```
23
Properties=species:S:1:pos:R:3:forces:R:3:nbo_charge:R:1
C 1.5084 0.8965 -1.1267 -1.5 -0.6 1.2 -0.18
C 0.3747 0.5114 1.3284 0.1 0.0 1.4 -0.45
C 2.9655 0.7733 -0.7621 -0.2 -0.4 0.5 -0.67
N 0.2286 -0.0839 0.0183 4.8 3.4 -4.1 -0.30
N 0.6328 -1.4330 -0.0795 -0.3 -0.2 0.6 -0.67
H 1.5430 -1.5115 -0.5252 -0.3 0.1 0.1 0.36
H -0.0676 -1.9296 -0.6193 -0.2 0.1 -0.1 0.38
H 1.1090 1.9019 -1.0062 0.0 -0.1 0.1 0.20
H 1.2664 0.5115 -2.1181 -0.2 -0.2 0.3 0.20
H 1.2151 0.0872 1.8774 0.0 -0.3 -0.2 0.21
H 0.5472 1.5883 1.3808 -0.1 0.0 -0.9 0.21
H -0.5102 0.3677 1.9463 -0.3 -0.4 -0.2 0.23
H 3.3383 -0.2426 -0.9124 0.0 0.0 0.0 0.21
H 3.1452 1.0487 0.2798 -0.1 0.0 0.0 0.22
H 3.5993 1.4380 -1.3631 -0.3 -0.1 -0.1 0.24
C -2.9142 -1.2897 0.8080 -0.4 0.1 0.0 -0.70
C -2.3494 -0.2157 -0.0690 2.3 -0.2 -1.6 -0.06
N -3.0768 0.7134 -0.4906 -2.3 1.4 0.2 -0.74
H -2.5943 1.4191 -1.0512 0.1 -0.4 0.0 0.30
H -0.7987 0.1677 -0.6091 -1.0 -2.1 2.7 0.39
H -3.9543 -1.0820 1.0735 -0.1 0.1 0.0 0.20
H -2.8777 -2.2533 0.2958 0.1 0.0 0.0 0.21
H -2.3302 -1.3834 1.7242 0.1 -0.1 0.1 0.20
```
Forces are in eV/Å.

Output
- gap between HOMO and LUMO (alpha / beta) (eV) = 6.23 / 6.23
- HOMO energy (alpha / beta) (eV) = -5.719 / -5.719
- total charge = 0
- energy above the lowest of the compared OMol25 structures with the same formula, charge and spin (kcal/mol) = 158.89

Let's list F_max in order: 5.1; 1.5; 2.9; 3.1; 7.1 eV/Å.